No. 1
Below is the molecule CF3I2P at a distorted geometry, with properties calculated with ωB97M-V/def2-TZVPD.

Computed properties:
**Energy above the lowest of the compared OMol25 structures with the same formula, charge and spin**: 0.247 eV
**LUMO energy**: -0.0265 Ha
**Spin multiplicity**: 1
**HOMO energy**: -9.4822 eV
**Orbital gap**: 8.76 eV

Each line ends with the natural charge from an NBO analysis.
CARTESIAN COORDINATES (ANGSTROEM)
F (0.21555, 1.78127, 0.82665)  -0.328
C (0.05759, 0.46178, 0.75269)  0.809
F (-1.23914, 0.18692, 0.87532)  -0.329
F (0.71341, -0.10629, 1.75042)  -0.320
P (0.78090, -0.16567, -1.09952)  0.257
I (0.56533, -2.51869, -0.60623)  -0.054
I (-1.09364, 0.36068, -2.49933)  -0.035

***

No. 2
Below is the molecule C5H9Cl at a distorted geometry, with properties calculated with ωB97M-V/def2-TZVPD.

Computed properties:
**Energy above the lowest of the compared OMol25 structures with the same formula, charge and spin**: 1.504 eV
**LUMO energy**: 0.0391 Ha
**Spin multiplicity**: 1
**HOMO energy**: -10.1020 eV
**Orbital gap**: 11.17 eV

Each line ends with the natural charge from an NBO analysis.
CARTESIAN COORDINATES (ANGSTROEM)
C (-1.24969, -0.83048, 0.89289)  -0.642
C (-0.19206, 0.15574, 0.75770)  -0.219
C (-0.38794, 1.01190, -0.60341)  -0.407
C (0.89573, 0.43010, -1.12893)  -0.420
C (1.29631, -0.22778, 0.23149)  -0.238
Cl (1.50133, -1.92826, 0.16479)  -0.026
H (-2.21987, -0.53893, 0.39565)  0.232
H (-1.23542, -1.24697, 1.94944)  0.220
H (-1.03159, -1.74191, 0.29037)  0.221
H (-0.29921, 0.84604, 1.59063)  0.212
H (-1.29880, 0.85922, -1.28443)  0.200
H (-0.27261, 2.07821, -0.56322)  0.203
H (1.53223, 1.24245, -1.52280)  0.211
H (0.73918, -0.30051, -1.97046)  0.219
H (2.22243, 0.19116, 0.80028)  0.234

***

No. 3
Below is C8H13Cl2N3O3Tm2 as an isolated structure at a distorted geometry, with properties calculated with ωB97M-V/def2-TZVPD.

Computed properties:
**Energy above the lowest of the compared OMol25 structures with the same formula, charge and spin**: 4.872 eV
**LUMO energy (alpha / beta)**: -0.5635 / -0.5646 Ha
**Spin multiplicity**: 5
**Total charge**: +4
**HOMO energy (alpha / beta)**: -22.4413 / -22.4466 eV
**Orbital gap (alpha / beta)**: 7.11 / 7.08 eV

Each line ends with the natural charge from an NBO analysis.
CARTESIAN COORDINATES (ANGSTROEM)
Tm (-0.34136, 0.48717, -4.47277)  1.964
Tm (-0.37355, 0.82502, -0.34247)  1.983
Cl (-0.89555, 2.82446, -4.35884)  -0.483
Cl (0.26526, -0.83969, -2.34572)  -0.512
C (-0.25314, -1.21287, 0.73405)  0.412
C (-0.11564, 0.86049, -6.97898)  0.310
C (0.28591, -0.56591, -6.67634)  0.156
O (-0.14340, -2.12296, 1.44806)  -0.232
O (-0.08169, 1.37149, -8.06228)  -0.068
O (0.65806, -1.27126, -7.58154)  -0.083
C (2.28784, 2.95980, 2.97976)  -0.458
N (0.96221, 2.34704, 3.08808)  -0.306
C (0.22372, 2.75618, 4.29961)  -0.443
C (0.44316, 1.85953, 1.96789)  0.642
N (1.03417, 2.00302, 0.78331)  -0.982
N (-0.76665, 1.11188, 1.96262)  -0.540
C (-1.04498, 0.39153, 3.23906)  -0.437
C (-1.98429, 1.81427, 1.44023)  -0.433
H (2.63636, 3.18261, 3.99776)  0.285
H (2.21008, 3.91908, 2.42688)  0.246
H (3.02068, 2.26813, 2.52803)  0.240
H (-0.80294, 3.07412, 4.06570)  0.222
H (0.25555, 2.01771, 5.12048)  0.267
H (0.76488, 3.62121, 4.69993)  0.278
H (1.95362, 2.46818, 0.80220)  0.466
H (-1.62131, 1.03573, 3.91775)  0.258
H (-1.64867, -0.47722, 3.00420)  0.243
H (-0.10436, 0.06485, 3.71105)  0.268
H (-2.09112, 2.80197, 1.93177)  0.308
H (-1.99978, 1.99707, 0.31944)  0.126
H (-2.84008, 1.17798, 1.70410)  0.303

***

No. 4
Below is a 13-piece molecular cluster, C29H84O13 overall at a distorted geometry, with properties calculated with ωB97M-V/def2-TZVPD.

Computed properties:
**Energy above the lowest of the compared OMol25 structures with the same formula, charge and spin**: 10.722 eV
**LUMO energy**: 0.0002 Ha
**Spin multiplicity**: 1
**HOMO energy**: -9.0474 eV
**Orbital gap**: 9.05 eV

Each line ends with the Löwdin charge.
CARTESIAN COORDINATES (ANGSTROEM)
C (-1.73381, 5.09289, 3.38618)  -0.122
O (-1.64481, 4.25489, 2.20918)  -0.145
H (-2.52681, 5.89589, 3.27018)  0.093
H (-0.70881, 5.49989, 3.76318)  0.110
H (-2.01481, 4.46089, 4.17018)  0.038
H (-0.95781, 3.63289, 2.38318)  0.010
C (0.28119, -0.71911, -4.16482)  -0.104
O (-0.39481, 0.51889, -3.82482)  -0.091
H (1.18819, -0.87811, -3.58282)  0.045
H (0.56019, -0.81111, -5.22682)  0.097
H (-0.26281, -1.62811, -3.90182)  0.064
H (0.06019, 1.21389, -4.23082)  0.030
C (0.83619, 1.24989, 3.85618)  -0.159
O (0.49919, 2.42889, 3.19418)  -0.118
H (0.36719, 0.51289, 3.29818)  0.039
H (0.55319, 1.32089, 4.93618)  0.115
H (1.84619, 1.01189, 3.90018)  0.055
H (0.34119, 2.09289, 2.29818)  0.029
C (-0.47181, 4.66089, -0.67382)  -0.156
O (-0.48081, 5.62589, -1.68882)  -0.102
H (0.27719, 4.69289, 0.09918)  0.084
H (-0.31481, 3.80089, -1.23382)  0.037
H (-1.47581, 4.67089, -0.18782)  0.079
H (-0.65181, 5.10489, -2.48082)  0.067
C (2.63819, 3.50089, -2.95882)  -0.124
O (1.39919, 2.92189, -3.37582)  -0.147
H (3.30519, 2.68689, -2.78582)  0.036
H (2.57619, 4.06589, -2.05982)  0.063
H (3.13819, 4.10689, -3.84282)  0.127
H (0.87819, 3.49689, -3.95982)  0.087
C (1.15019, -2.46211, 3.17018)  -0.010
C (-0.00781, -2.97511, 2.30918)  -0.632
C (-0.88881, -3.81111, 3.20318)  -0.033
O (-0.79781, -2.21111, 1.66818)  0.025
H (0.71419, -1.85411, 3.98118)  0.089
H (1.81919, -1.80411, 2.65718)  0.040
H (1.77619, -3.25911, 3.49818)  0.073
H (0.31419, -3.66211, 1.58418)  0.106
H (-1.53181, -3.22111, 3.85618)  0.078
H (-0.32681, -4.50011, 3.87818)  0.099
H (-1.41881, -4.46111, 2.48718)  0.094
H (-0.23981, -1.76811, 1.04418)  0.042
C (1.95519, 1.46589, 0.61718)  0.007
C (0.68719, 1.14189, -0.07182)  -0.622
C (0.62119, -0.31811, -0.39982)  -0.025
O (-0.35281, 1.37789, 0.58618)  0.013
H (2.62119, 0.99489, -0.04082)  0.064
H (1.97419, 0.92489, 1.55518)  0.082
H (2.28619, 2.45789, 0.62718)  0.081
H (0.59319, 1.68689, -0.97982)  0.119
H (-0.38181, -0.72411, -0.57782)  0.081
H (1.14919, -0.90411, 0.39218)  0.071
H (1.34419, -0.54611, -1.30982)  0.111
H (-1.12981, 1.27189, 0.05618)  0.071
C (-2.81081, -1.11911, -2.19282)  -0.016
C (-3.09281, 0.25089, -1.60582)  -0.559
C (-3.56381, -0.02911, -0.17682)  -0.021
O (-2.05581, 0.95889, -1.54382)  0.025
H (-3.75381, -1.64511, -2.16782)  0.089
H (-2.29781, -1.69411, -1.44782)  0.070
H (-2.44681, -1.10111, -3.14782)  0.044
H (-3.93681, 0.72289, -2.05482)  0.139
H (-3.87281, 0.87089, 0.23418)  0.028
H (-2.91181, -0.43611, 0.49118)  0.039
H (-4.42481, -0.70011, -0.15882)  0.105
H (-1.52981, 0.81989, -2.30182)  0.059
C (4.69519, -3.90711, 1.74218)  -0.036
C (3.85219, -3.52711, 0.53718)  -0.643
C (3.65019, -2.03011, 0.30818)  -0.036
O (4.23119, -3.98111, -0.58182)  0.002
H (4.28019, -3.48311, 2.73518)  0.099
H (5.74019, -3.57911, 1.45218)  0.096
H (4.77319, -5.02911, 1.89718)  0.091
H (2.86119, -3.88111, 0.77118)  0.117
H (3.15919, -1.47811, 1.10718)  0.050
H (3.11019, -1.82611, -0.64482)  0.070
H (4.59019, -1.54611, 0.25618)  0.069
H (3.59119, -3.76411, -1.26682)  0.046
C (0.66219, -5.43411, -3.13982)  -0.032
C (1.24519, -4.08011, -2.77282)  -0.599
C (0.45119, -3.28511, -1.75082)  -0.018
O (2.46219, -4.11511, -2.43782)  0.004
H (-0.32781, -5.48711, -3.70082)  0.104
H (0.50919, -6.07011, -2.26282)  0.085
H (1.29819, -5.96611, -3.85282)  0.074
H (1.16319, -3.37811, -3.68882)  0.149
H (0.64219, -3.51511, -0.70782)  0.085
H (-0.59781, -3.30011, -2.00282)  0.085
H (0.77919, -2.30011, -1.96582)  0.013
H (3.02719, -4.56711, -3.05882)  0.141
C (-3.55081, 0.47489, 5.35618)  -0.022
C (-2.85981, -0.15711, 4.18118)  -0.592
C (-2.80681, 0.90689, 3.12818)  -0.036
O (-1.71481, -0.62411, 4.48518)  0.026
H (-2.93081, 1.00489, 5.94518)  0.046
H (-3.97381, -0.31211, 5.97118)  0.085
H (-4.34881, 1.11989, 5.07318)  0.079
H (-3.45881, -0.96311, 3.78918)  0.143
H (-2.16181, 0.62889, 2.32818)  0.053
H (-2.27281, 1.77189, 3.46418)  0.079
H (-3.74181, 1.10789, 2.71018)  0.058
H (-1.31881, -1.21611, 3.87718)  0.042
C (-4.88381, 4.88289, 1.03318)  -0.009
C (-4.70281, 3.39889, 0.65018)  -0.684
C (-6.03781, 2.84089, 0.13518)  -0.036
O (-3.89581, 3.24389, -0.21682)  0.018
H (-4.85781, 5.55989, 0.14918)  0.104
H (-4.22181, 5.08889, 1.77718)  0.009
H (-5.91281, 5.00189, 1.43918)  0.083
H (-4.27181, 2.75389, 1.44818)  0.133
H (-6.37681, 3.45589, -0.74082)  0.097
H (-6.81281, 2.80189, 0.91118)  0.076
H (-5.93981, 1.80589, -0.28182)  0.074
H (-2.98781, 3.20089, 0.06018)  0.095
C (5.43019, -1.96111, -3.09182)  -0.001
C (4.09719, -1.37111, -3.57282)  -0.696
C (4.11519, 0.12289, -3.38382)  -0.046
O (3.73419, -1.72111, -4.68682)  0.059
H (5.29219, -2.95811, -3.35282)  0.057
H (5.62119, -1.85911, -2.04982)  0.070
H (6.23119, -1.61311, -3.66982)  0.069
H (3.31719, -1.67411, -2.85182)  0.107
H (3.18019, 0.52789, -3.75382)  0.065
H (4.93019, 0.60989, -3.94282)  0.099
H (4.29219, 0.36189, -2.33782)  0.086
H (3.61419, -0.93811, -5.25382)  0.135